No. 1
The following is a quantum chemistry calculation of a molecular structure, C38H42Ge2N3SY, from OMol25.

```
87
Properties=species:S:1:pos:R:3:forces:R:3
Y 0.446222 0.091185 0.755367 -0.98 -1.23 -0.54
S -2.482559 -0.202315 -1.361732 0.68 -0.29 0.24
C -3.995364 0.049330 -1.946255 -0.05 0.01 -0.02
N -4.290581 0.542582 -3.166746 -0.12 0.05 0.14
C -5.711117 0.564329 -3.429083 -0.31 -0.01 -0.30
C -6.306090 0.250602 -2.043925 -0.42 0.13 0.02
N -5.156691 -0.233732 -1.309429 -0.04 0.07 -0.13
H -3.594845 0.646560 -3.882971 0.12 -0.03 0.16
H -5.992054 -0.192390 -4.170184 0.01 0.06 0.08
H -6.018083 1.544288 -3.800593 -0.09 -0.11 0.03
H -7.085546 -0.513027 -2.088492 0.02 0.12 -0.06
H -6.724617 1.148323 -1.575639 0.03 -0.06 -0.07
H -5.183853 -0.370617 -0.314426 0.22 -0.01 -0.05
C 0.162403 -1.906948 -0.426321 -0.09 -0.08 0.07
Ge 1.835917 -2.831713 -0.466760 0.78 -0.44 -0.10
C 1.997211 -4.781652 -0.903454 -0.20 0.79 0.18
C 3.195490 -5.432358 -0.635429 0.07 0.15 0.07
C 3.346702 -6.779730 -0.906922 0.16 -0.11 0.01
C 2.294076 -7.504926 -1.439826 0.00 -0.07 -0.03
C 1.092308 -6.872088 -1.703779 -0.06 -0.10 -0.06
C 0.951024 -5.520791 -1.436925 -0.16 0.21 -0.03
C 3.079954 -1.849235 -1.676861 -0.53 -0.50 0.43
C 3.906229 -2.545444 -2.549960 0.03 -0.09 0.06
C 4.759027 -1.871987 -3.406993 0.11 0.04 -0.10
C 4.792837 -0.487794 -3.398404 0.01 0.01 -0.07
C 3.966462 0.218138 -2.538386 -0.05 0.28 0.04
C 3.108356 -0.460836 -1.689421 -0.25 0.15 0.20
C 2.548122 -2.696116 1.385550 -0.32 -0.20 -0.59
C 1.660858 -2.867258 2.443957 -0.15 -0.13 -0.08
C 2.121687 -2.967635 3.745088 -0.08 -0.06 0.21
C 3.481415 -2.893754 4.000537 0.01 0.08 0.17
C 4.369578 -2.687688 2.957788 0.14 -0.08 0.06
C 3.903052 -2.591284 1.659257 0.12 0.05 -0.09
H -0.693679 -2.414267 -0.860056 -0.06 -0.04 -0.13
H 4.018466 -4.876524 -0.203721 0.10 -0.02 0.04
H 4.290136 -7.265589 -0.702943 0.07 -0.05 0.04
H 2.410717 -8.558706 -1.647871 0.01 -0.08 -0.02
H 0.265524 -7.429891 -2.120647 -0.06 -0.04 -0.02
H 0.009108 -5.032101 -1.643890 -0.13 0.03 -0.05
H 3.881184 -3.627236 -2.562135 0.01 -0.05 -0.03
H 5.394787 -2.425319 -4.084796 0.03 -0.03 -0.03
H 5.446084 0.042079 -4.076954 0.07 0.05 0.00
H 3.991981 1.300465 -2.535372 -0.04 0.03 0.00
H 2.449157 0.107757 -1.012478 0.51 -0.16 -0.38
H 0.593774 -2.961818 2.239679 0.09 -0.03 0.04
H 1.425835 -3.132031 4.559175 0.00 0.04 0.00
H 3.848057 -2.980578 5.015131 0.00 -0.02 0.02
H 5.429841 -2.611369 3.158451 0.05 0.02 0.02
H 4.600667 -2.419483 0.848933 0.08 -0.02 -0.06
C 1.988454 1.671655 3.619134 0.17 -0.30 -0.25
C 2.861060 1.252460 2.412084 0.61 0.82 0.62
C 4.227409 0.765209 2.941817 -0.29 -0.17 -0.18
C 3.107830 2.487322 1.513201 -0.01 -0.42 0.11
N 2.242299 0.223219 1.677902 0.49 0.39 0.39
H 2.485598 2.436051 4.213750 -0.02 0.12 0.07
H 1.807703 0.798387 4.243973 -0.01 -0.05 0.10
H 1.026439 2.065023 3.283488 0.01 0.02 0.03
H 4.722742 1.556904 3.497148 -0.02 0.17 0.06
H 4.856450 0.469167 2.107850 0.14 -0.09 -0.09
H 4.078403 -0.090370 3.592508 0.07 -0.10 0.09
H 3.595038 3.276343 2.082136 0.01 0.16 0.04
H 2.157510 2.854800 1.124336 0.04 0.10 -0.05
H 3.748013 2.207531 0.677011 0.00 0.03 -0.08
Ge -0.706162 2.645560 0.463349 -0.57 1.52 -0.21
C -1.306802 3.385731 2.228506 0.29 -0.18 -0.20
C -2.586341 3.067283 2.675410 -0.08 -0.15 -0.23
C -3.050425 3.478712 3.911170 -0.12 -0.01 0.12
C -2.224347 4.205277 4.752256 -0.07 0.00 0.08
C -0.942248 4.518009 4.336644 0.04 0.16 0.18
C -0.494598 4.115145 3.090167 0.10 0.09 -0.09
C 0.027225 4.197991 -0.584180 -0.04 -0.50 0.35
C -0.440796 4.382796 -1.881493 -0.13 -0.19 0.03
C -0.027431 5.453669 -2.651525 -0.01 0.06 -0.16
C 0.891705 6.356069 -2.144447 0.05 0.10 -0.04
C 1.396160 6.167944 -0.870399 0.11 0.18 -0.01
C 0.966657 5.100487 -0.101986 0.02 -0.08 0.17
H -2.105244 2.643584 -0.195302 -0.12 -0.14 -0.09
H -3.232853 2.484038 2.029002 -0.10 0.03 -0.02
H -4.059393 3.236964 4.216912 -0.05 -0.04 0.04
H -2.576667 4.522214 5.723638 -0.02 0.03 0.06
H -0.293395 5.082500 4.993292 0.07 0.04 0.00
H 0.510362 4.380611 2.789018 0.08 0.02 0.02
H -1.151249 3.671830 -2.285132 -0.10 0.03 -0.06
H -0.430181 5.591027 -3.645441 0.00 0.00 -0.09
H 1.214005 7.202134 -2.733930 0.02 0.05 -0.07
H 2.124141 6.861850 -0.473651 0.05 0.05 0.05
H 1.372038 4.980546 0.893295 0.04 0.04 0.07
```
Forces are in eV/Å.

Output
charge	0
highest occupied orbital energy (spin up / spin down)	-7.5 / -7.5	eV
orbital gap (spin up / spin down)	0.2454 / 0.2556	hartree
ΔE to the lowest compared entry with this formula, charge and spin	4.5401	eV

Atom charges from the Löwdin analysis, given in e for atoms 1 to 2: atom 1 (Y): 1.13, atom 2 (S): 0.60


No. 2
The following is a quantum chemistry calculation of a gas-phase ion, C38H42N4P (charge +1), from OMol25.

```
85
Properties=species:S:1:pos:R:3:forces:R:3
C -5.770899 1.181996 2.403208 0.00 -0.05 -0.16
N -4.425232 1.679842 2.654732 -0.03 0.19 0.19
C -4.340377 2.984892 3.287218 -0.04 0.13 0.19
C -3.309716 1.061198 2.154067 -0.35 -0.12 -0.04
C -1.999299 1.470110 2.533621 -0.05 -0.20 -0.35
C -0.892074 0.933546 1.893000 -0.42 -0.44 -0.02
C -1.058115 -0.133355 0.980218 0.32 -0.16 0.16
P 0.362690 -0.643009 -0.044929 -1.90 4.04 0.23
C -0.501387 -1.423819 -1.480725 0.29 -1.51 -0.09
C -1.185397 -0.671816 -2.474338 0.54 -0.42 0.35
C -1.888288 -1.287981 -3.499135 0.04 0.24 0.34
C -2.075538 -2.687378 -3.525663 0.11 -0.34 0.34
N -2.901648 -3.250070 -4.458713 0.11 -0.07 0.14
C -2.967743 -4.674693 -4.708894 -0.07 -0.28 -0.10
C -3.719400 -2.423117 -5.323583 0.06 0.14 -0.09
C -1.413222 -3.452303 -2.517053 -0.05 -0.01 -0.06
C -0.619464 -2.836497 -1.552267 -0.32 0.57 -0.36
C 0.798703 0.980994 -0.768809 0.08 -0.04 -0.01
C 2.091169 1.158530 -1.287851 -0.49 0.32 -0.09
C 2.411981 2.240401 -2.078656 -0.31 0.18 0.10
C 1.430459 3.224265 -2.360365 0.30 -0.05 -0.19
N 1.676087 4.237871 -3.239313 0.11 0.21 -0.15
C 0.595592 5.057363 -3.753604 -0.07 0.07 0.14
C 3.005718 4.597286 -3.693933 0.18 0.11 -0.11
C 0.157726 3.107027 -1.754428 -0.01 -0.20 0.01
C -0.167150 1.988609 -1.011333 0.54 -0.42 0.17
C -2.338137 -0.661327 0.761274 0.22 0.21 -0.30
C -3.457419 -0.020001 1.248883 0.55 0.17 0.44
H -5.737905 0.109125 2.189183 -0.15 0.30 0.26
H -6.432598 1.344389 3.269329 0.42 0.00 -0.19
H -6.232467 1.682782 1.537584 0.09 -0.07 0.12
H -3.373137 3.452098 3.079164 -0.33 -0.05 -0.01
H -5.127635 3.646454 2.900120 0.15 -0.19 0.01
H -4.464175 2.929202 4.379322 0.03 -0.04 -0.20
H -1.865126 2.214743 3.312968 0.03 -0.12 -0.26
H 0.102073 1.344917 2.099763 -0.34 -0.22 -0.06
H -1.178312 0.408936 -2.460967 0.23 -0.06 -0.03
H -2.322445 -0.658845 -4.281141 0.20 -0.24 0.45
H -2.298203 -5.231271 -4.053650 -0.14 0.11 -0.22
H -3.984646 -5.049107 -4.561366 0.01 0.04 0.15
H -2.707866 -4.917825 -5.747700 0.12 0.18 0.13
H -4.027570 -1.518396 -4.797408 -0.13 -0.15 -0.07
H -3.190799 -2.120881 -6.234908 0.02 -0.01 0.02
H -4.617369 -2.966270 -5.627055 0.13 -0.04 0.13
H -1.554384 -4.541093 -2.467988 0.21 0.69 -0.01
H -0.115371 -3.469395 -0.822684 -0.11 0.09 -0.09
H 2.864605 0.436527 -1.097483 -0.11 0.11 -0.09
H 3.410507 2.287442 -2.506652 -0.32 0.02 0.16
H -0.310328 4.453264 -3.874259 0.19 0.13 -0.13
H 0.351045 5.896476 -3.085961 0.05 -0.06 -0.12
H 0.886536 5.462342 -4.729889 -0.07 -0.10 0.23
H 3.763549 3.916508 -3.303020 -0.20 0.26 -0.12
H 3.049369 4.571299 -4.789041 0.03 -0.07 0.11
H 3.282950 5.617995 -3.386297 -0.17 -0.23 0.04
H -0.594327 3.881713 -1.885164 0.22 -0.20 0.00
H -1.185988 1.887203 -0.637986 0.29 0.02 0.06
H -2.480590 -1.549073 0.139620 0.12 0.42 0.00
H -4.427193 -0.342703 0.908243 0.00 -0.08 0.12
C 4.432683 -0.565365 4.822117 -0.11 0.02 -0.06
N 3.554786 -0.740972 3.647078 0.46 0.26 0.45
C 2.306489 -1.311394 3.889220 -0.12 0.21 -0.68
C 1.970865 -1.691077 5.206560 -0.37 -0.06 0.06
C 0.780781 -2.365162 5.458104 -0.09 0.55 -0.68
C -0.132904 -2.591915 4.409819 -0.07 0.00 0.15
C 0.175820 -2.181575 3.114844 0.28 -0.15 0.44
C 1.409818 -1.563091 2.800965 -0.99 -0.32 1.39
C 1.827078 -1.368652 1.422360 -0.97 -3.03 -2.82
C 3.225417 -1.012438 1.251211 1.75 0.18 -0.70
C 4.081821 -0.693688 2.353099 -0.58 -0.08 -0.23
C 5.453513 -0.410644 2.125084 -0.03 0.11 -0.37
C 5.994907 -0.507189 0.845123 -0.88 0.28 0.14
C 5.177063 -0.864022 -0.240880 0.00 -0.12 -0.09
C 3.831684 -1.135097 -0.022187 0.51 0.07 0.44
H 5.328362 0.000218 4.558756 -0.37 -0.22 0.13
H 3.917855 -0.005108 5.621195 0.17 -0.14 -0.52
H 4.713230 -1.550590 5.231678 0.08 0.34 -0.16
H 2.630721 -1.430938 6.044193 -0.45 -0.38 -0.56
H 0.539185 -2.647744 6.477396 0.00 -0.05 -0.15
H -1.099442 -3.072789 4.630668 0.61 0.27 -0.23
H -0.551642 -2.352827 2.321744 0.24 -0.01 0.16
H 1.509890 -2.234872 0.709975 1.67 0.28 2.34
H 6.094544 -0.062006 2.942706 -0.31 -0.38 -0.54
H 7.028425 -0.237764 0.668857 0.00 -0.11 0.11
H 5.598296 -0.900173 -1.259369 -0.29 -0.10 0.66
H 3.218936 -1.420247 -0.877620 0.04 -0.09 0.23
```
Forces are in eV/Å.

Output
charge	+1
highest occupied orbital energy	-9.4	eV
SMILES	CN(C)c1ccc(P(=C2C=CC(=[N+](C)C)C=C2)(c2ccc(N(C)C)cc2)C2c3ccccc3N(C)c3ccccc32)cc1
orbital gap	0.2337	hartree

Atom charges from the Löwdin analysis, given in e for atoms 1 to 2: atom 1 (C): -0.06, atom 2 (N): -0.19


Number 1: F_max 1.66 eV/A, energy -6227.654552 a.u.. Number 2: F_max 4.47 eV/A, energy -2033.312713 a.u..